(1)
Computed, not measured: a cluster of 10 separate species, C34H56O26 in total at a distorted geometry, with ωB97M-V/def2-TZVPD.

Output
- HOMO level: -10.18 eV
- Orbital gap: 10.5 eV
- E_LUMO: 0.3 eV
- Structure (SMILES): C[C@H]1COC(=O)O1.C[C@H]1COC(=O)O1.C[C@H]1COC(=O)O1.C[C@H]1COC(=O)O1.C[C@H]1COC(=O)O1.C[C@H]1COC(=O)O1.C[C@H]1COC(=O)O1.C[C@H]1COC(=O)O1.CO.CO
- Energy above the lowest of the compared OMol25 structures with the same formula, charge and spin: 16.1 kcal/mol

Last column: Löwdin charge in e.
CARTESIAN COORDINATES (ANGSTROEM)
C 1.17942 1.60710 -2.76718  -0.0209
C 2.27903 2.40132 -2.15955  -0.2843
C 1.79084 3.39388 -1.06410  -0.1044
O 2.78665 3.29901 -0.05624  0.0402
C 3.31788 2.02296 -0.15361  -0.5171
O 3.89958 1.43508 0.70719  0.1498
O 3.21354 1.56806 -1.43539  0.0671
H 1.63215 0.94139 -3.46104  0.0695
H 0.64890 2.22810 -3.48594  0.0858
H 0.42752 1.12694 -2.14146  0.0943
H 2.86010 2.93616 -2.93739  0.1623
H 0.79747 3.10697 -0.73531  0.1013
H 1.83737 4.44032 -1.47835  0.1557
C -2.16487 -3.62629 3.41784  -0.0029
C -1.69618 -2.35604 2.76429  -0.2929
C -1.20624 -2.47283 1.37236  -0.0450
O -1.59906 -1.18589 0.75630  0.0581
C -2.61012 -0.68856 1.45205  -0.5628
O -3.21494 0.32767 1.16627  0.1123
O -2.81529 -1.42612 2.55317  0.0936
H -2.24905 -3.63701 4.49625  0.0853
H -1.37310 -4.36426 3.34327  0.0722
H -3.06990 -4.02694 2.87957  0.1164
H -0.94622 -1.83996 3.33651  0.1164
H -1.63337 -3.27393 0.75824  0.1492
H -0.13727 -2.42493 1.25063  0.1033
C -2.08474 2.75398 5.04645  -0.0049
C -1.09945 1.94482 4.18773  -0.2238
C 0.45660 2.17716 4.51415  -0.0656
O 0.84350 1.07660 5.33929  0.0756
C 0.00819 0.07135 5.07188  -0.5747
O 0.32161 -1.08568 5.21216  0.1130
O -1.12112 0.49584 4.45964  0.0603
H -1.76282 3.78487 4.83582  0.0879
H -1.82322 2.66440 6.06761  0.0705
H -3.14535 2.63486 4.74619  0.1003
H -1.32003 2.10624 3.16675  0.1101
H 0.61910 3.06436 5.12935  0.1366
H 1.07017 2.18614 3.63496  0.0832
C -2.80908 4.41217 0.72838  -0.0313
C -2.52902 3.25486 -0.14862  -0.2604
C -3.87111 2.69103 -0.86125  -0.0334
O -3.48435 2.61037 -2.25454  0.0590
C -2.32237 3.21077 -2.45758  -0.6087
O -1.82029 3.24624 -3.53547  0.1315
O -1.72712 3.64700 -1.33010  0.0677
H -2.00441 4.92389 1.20389  0.0525
H -3.60230 4.15240 1.46356  0.1076
H -3.33388 5.13198 0.05177  0.1063
H -2.10694 2.36240 0.35916  0.1291
H -4.73194 3.32977 -0.81321  0.1210
H -4.05377 1.67628 -0.50432  0.1056
C 5.97415 -0.80262 -0.76021  0.0009
C 4.65807 -1.49696 -1.20423  -0.2964
C 4.37982 -1.13728 -2.71315  -0.1211
O 4.29146 -2.35300 -3.30542  0.0746
C 4.37943 -3.35537 -2.45178  -0.5939
O 4.33507 -4.51296 -2.73123  0.1508
O 4.63023 -2.89108 -1.20825  0.0903
H 6.68713 -0.83038 -1.55309  0.0705
H 6.20267 -1.34545 0.14134  0.0829
H 5.74407 0.23903 -0.51899  0.0724
H 3.75894 -1.22919 -0.54445  0.1509
H 5.22501 -0.55374 -3.06828  0.1247
H 3.43888 -0.62856 -2.94987  0.1157
C -4.19434 1.94096 -6.06014  -0.0090
C -4.27420 0.54095 -6.67407  -0.3052
C -4.50134 -0.58151 -5.69551  -0.0868
O -5.59765 -1.35416 -6.23824  0.0649
C -6.20098 -0.64650 -7.22458  -0.5417
O -7.26478 -0.89349 -7.74790  0.1374
O -5.46460 0.45171 -7.50293  0.0690
H -5.13354 2.11427 -5.57188  0.0808
H -4.17516 2.68894 -6.85143  0.0874
H -3.33513 1.94352 -5.33154  0.0973
H -3.42326 0.35725 -7.33029  0.1497
H -4.74790 -0.21932 -4.71139  0.1277
H -3.62305 -1.21835 -5.60200  0.1238
C -1.34020 -2.99438 -3.76383  -0.0140
C -0.43885 -3.34895 -2.56432  -0.2834
C 1.03011 -3.66555 -2.83605  -0.0755
O 1.72369 -2.72995 -2.06528  0.0651
C 0.87516 -1.93655 -1.38703  -0.5494
O 1.24365 -1.07301 -0.66044  0.1491
O -0.37937 -2.17256 -1.76327  0.0869
H -0.98419 -2.14108 -4.37227  0.0990
H -2.29795 -2.70000 -3.33193  0.0787
H -1.54879 -3.92388 -4.28860  0.0862
H -0.84946 -4.18691 -1.99256  0.1524
H 1.37988 -3.50946 -3.82398  0.1340
H 1.28546 -4.64057 -2.44357  0.1416
C 3.36610 -2.61876 5.63623  -0.0037
C 2.98134 -3.60391 4.56374  -0.3337
C 1.50108 -4.00802 4.44108  -0.0593
O 1.18987 -3.95553 3.00555  0.0383
C 2.22389 -3.25158 2.43980  -0.5270
O 2.24336 -2.93521 1.28287  0.1496
O 3.23379 -3.06789 3.30000  0.1088
H 3.28785 -3.17751 6.60558  0.1081
H 2.59383 -1.79331 5.64635  0.0930
H 4.34308 -2.29605 5.52266  0.0588
H 3.52116 -4.54404 4.71076  0.1516
H 0.75396 -3.41400 4.97545  0.1100
H 1.30783 -5.04266 4.70685  0.1272
C 1.41398 0.28417 1.94645  -0.0998
O 0.74335 1.08042 0.97584  -0.1086
H 0.71635 -0.00671 2.71018  0.0697
H 2.05654 -0.47207 1.46851  0.0775
H 2.17257 0.99427 2.37752  0.0993
H 0.07509 0.53361 0.60496  0.0403
C 0.77001 4.95905 2.09342  -0.1848
O 0.13664 3.72971 2.01987  -0.1391
H 0.03686 5.73612 2.50662  0.0950
H 1.59139 5.04341 2.81737  0.0822
H 1.02514 5.45636 1.13799  0.0826
H 0.72611 3.13000 1.51496  0.0579

=====

(2)
Computed, not measured: a structure of composition C34H57BeN3O3Si at a distorted geometry, with ωB97M-V/def2-TZVPD.

Output
- HOMO level: -5.60 eV
- Orbital gap: 5.1 eV
- E_LUMO: -0.5 eV
- Energy above the lowest of the compared OMol25 structures with the same formula, charge and spin: 108.1 kcal/mol

Last column: Löwdin charge in e.
CARTESIAN COORDINATES (ANGSTROEM)
O 1.31897 -0.26912 -2.50025  -0.2343
O 3.95164 -2.11869 0.10325  -0.1830
C 1.18149 -0.57069 -3.94710  -0.1378
C 0.94055 0.71163 -4.65585  0.0101
H 0.36646 -1.26167 -3.91837  0.1248
H 2.14477 -1.04474 -4.11365  0.1229
H 0.38120 1.52010 -4.09563  0.1254
H 0.37302 0.45400 -5.53328  0.1108
H 1.87509 1.17444 -4.95008  0.1174
C 2.76840 0.27651 -2.03962  -0.0777
C 3.85133 -0.41419 -2.71794  -0.0595
H 2.73347 0.12095 -0.95075  0.1217
H 2.72966 1.36962 -2.24095  0.1249
H 4.06769 -1.38900 -2.27323  0.0612
H 4.72841 0.21746 -2.48775  0.1237
H 3.77148 -0.43312 -3.80269  0.0828
C 4.08383 -1.74601 1.46748  -0.2812
C 3.85446 -3.52700 -0.07485  -0.2775
C 4.69655 -0.36876 1.57428  -0.0641
H 4.72522 -2.46553 2.01374  0.1219
H 3.06909 -1.77055 1.92065  0.0959
H 5.72173 -0.37037 1.19286  0.0752
H 4.74678 -0.08339 2.62791  0.0803
H 4.11338 0.38458 1.02887  0.0681
C 3.95552 -3.86112 -1.54699  -0.0843
H 2.91844 -3.90247 0.35536  0.1046
H 4.68976 -4.00735 0.48414  0.1254
H 3.12225 -3.39792 -2.11291  0.0636
H 3.88385 -4.94682 -1.67266  0.0823
H 4.90134 -3.52112 -1.96501  0.0738
H -0.79177 -0.11109 2.13177  0.0358
N -2.15521 0.64980 -0.69620  0.1459
C -3.25982 0.56379 0.01924  -0.3254
C -3.54092 0.37755 1.43700  -0.0361
C -2.80174 0.62047 2.60017  -0.3299
C -4.52399 0.60248 -0.80326  -0.0295
H -4.42166 -0.03154 -1.69948  0.0786
H -4.69331 1.63442 -1.12583  0.0788
H -5.36254 0.25420 -0.20348  0.0754
C -3.50148 0.43085 3.95196  -0.0178
H -3.71741 1.33012 4.56742  0.0806
H -2.80370 -0.17005 4.55289  0.0675
H -4.44388 -0.13499 3.85033  0.0731
N -1.49098 0.77403 2.53777  0.0425
C -2.14097 1.10808 -2.04182  -0.2367
C -2.20067 0.17528 -3.15949  -0.2461
C -2.20473 -1.32249 -2.95914  -0.0463
C -2.38907 0.65264 -4.47211  -0.0906
H -2.45310 -0.06289 -5.31743  0.1215
C -2.47211 2.00857 -4.75604  -0.0922
H -2.53767 2.37272 -5.78064  0.1040
C -2.48335 2.92189 -3.68570  -0.0330
H -2.64984 3.98363 -3.88744  0.1150
C -2.39714 2.48489 -2.36057  -0.2145
C -2.61934 3.48180 -1.26127  -0.0361
C -0.70178 1.74472 3.20632  -0.1358
C 0.37943 1.21870 3.94886  -0.2363
C 0.39577 -0.20599 4.35595  -0.0721
C 1.43681 2.05779 4.27959  -0.0630
H 2.28689 1.57917 4.75166  0.0983
C 1.31727 3.43422 4.14150  -0.0984
H 2.14505 4.07607 4.46291  0.0962
C 0.15665 3.98334 3.59087  -0.0740
H 0.00499 5.06441 3.56252  0.1035
C -0.86733 3.16762 3.14471  -0.2223
C -2.08757 3.80410 2.61337  -0.0474
Be 0.26601 0.57974 -2.72246  0.2353
H -1.28374 -1.67825 -2.47772  0.0443
H -2.28217 -1.84473 -3.93453  0.0918
H -3.04530 -1.66570 -2.33331  0.0844
H -3.53947 3.26913 -0.69292  0.0804
H -2.74146 4.48700 -1.68504  0.0829
H -1.77378 3.49986 -0.54893  0.0819
H 1.29688 -0.30179 5.00008  0.0846
H 0.50860 -0.96477 3.56829  0.0138
H -0.50723 -0.49681 4.91191  0.0812
H -2.24922 3.65548 1.52555  0.0632
H -1.97075 4.89851 2.79329  0.0814
H -2.99028 3.49391 3.16201  0.0785
H -4.49655 -0.10768 1.58394  0.0794
C 0.30961 -0.81840 1.54087  -0.2479
Si -0.34172 -2.52084 0.96454  0.4440
H 0.43045 -0.45481 0.45626  -0.0149
H 1.26039 -0.35382 2.02835  0.0446
C 0.26241 -3.21835 -0.71563  -0.1800
C -2.23676 -2.73920 0.84168  -0.1695
C 0.42090 -3.44951 2.31934  -0.2189
H 1.46023 -3.14865 2.36733  0.0082
H 0.36122 -4.52580 2.19157  0.0229
H -0.05253 -3.16468 3.25157  0.0326
H -0.48676 -3.33142 -1.51951  0.0106
H 0.67492 -4.23297 -0.59100  0.0271
H 1.07015 -2.61215 -1.14474  -0.0027
H -2.73028 -2.16045 0.05084  -0.0012
H -2.73922 -2.44725 1.77178  0.0208
H -2.55441 -3.78113 0.66656  0.0296
O 1.70584 2.84455 0.50985  0.0766
C 1.23672 2.25491 -0.42160  -0.4498
N 0.68167 1.75809 -1.38414  0.1343